Entry from the OMol25 dataset: a structure of composition C36H69FN4O3PS2 (the ωB97M-V functional and the def2-TZVPD basis).

XYZ file:
```
116
Properties=species:S:1:pos:R:3:forces:R:3
C 2.312 -1.724 -0.633 -0.098 -0.051 0.044
C 1.449 -1.453 0.602 0.669 -1.450 0.584
C 2.030 -2.005 1.932 -0.839 0.096 -0.228
C 0.964 -2.649 2.848 0.525 -0.077 -0.019
C 0.978 -4.187 2.869 -0.437 0.322 0.008
C 0.003 -4.813 1.866 0.601 0.046 0.059
C -1.435 -4.788 2.380 0.256 0.173 -0.442
C -2.476 -4.584 1.287 -0.085 -0.220 -0.255
C -2.226 -3.313 0.468 0.301 0.140 0.891
C -3.374 -2.306 0.466 0.108 -0.358 -1.212
C -4.524 -2.852 -0.398 0.079 -0.379 0.292
N -4.138 -3.171 -1.765 -0.462 0.126 0.038
C -4.863 -4.299 -2.355 0.210 -0.090 0.015
O -3.967 -2.135 1.738 -0.046 0.304 0.136
C -3.146 -1.623 2.774 -0.296 -0.171 0.275
C -3.271 -0.115 2.974 0.469 -0.198 -0.012
C -1.908 0.547 3.185 -0.018 0.668 0.175
C -1.736 1.882 2.451 0.429 -0.626 0.106
C -0.310 2.379 2.642 -0.297 0.110 -0.022
S 0.207 3.526 1.333 0.115 0.463 0.226
C 1.437 2.493 0.577 -0.304 -0.460 -0.791
S 1.039 1.109 -0.168 -0.491 2.412 -0.961
N 2.744 2.925 0.641 -0.022 0.254 0.394
C 3.866 2.155 0.393 0.688 0.352 -0.138
C 4.916 3.001 0.532 -0.170 -0.576 -0.074
N 4.494 4.271 0.870 0.024 0.187 0.029
C 3.203 4.202 0.936 0.160 -0.130 -0.008
O -4.150 0.047 4.085 0.105 0.021 -0.023
C -4.555 1.365 4.343 -0.628 -0.091 0.114
P -5.592 2.124 2.978 0.470 0.382 -0.661
C -6.596 0.712 2.355 -0.197 0.049 0.470
C -6.771 3.142 3.971 0.237 0.098 0.170
C -6.905 4.567 3.441 -0.534 0.060 0.321
C -2.837 -0.980 -0.109 -0.279 0.449 0.078
C -3.897 0.006 -0.569 0.291 0.233 0.132
F -2.004 -1.248 -1.189 0.074 -0.027 -0.128
H 1.753 -2.231 -1.415 -0.102 -0.063 -0.079
H 2.700 -0.813 -1.078 0.143 0.129 -0.003
H 3.170 -2.348 -0.392 0.088 -0.036 0.024
H 0.446 -1.847 0.460 -0.160 -0.003 -0.094
H 1.340 -0.377 0.734 0.113 -1.093 0.643
H 2.453 -1.167 2.479 0.413 0.047 0.023
H 2.817 -2.723 1.716 0.193 -0.031 0.094
H -0.010 -2.277 2.527 -0.169 -0.029 0.150
H 1.118 -2.296 3.867 -0.041 0.092 0.128
H 0.684 -4.511 3.869 0.101 -0.211 0.106
H 1.994 -4.531 2.690 0.121 -0.085 0.031
H 0.103 -4.265 0.929 -0.066 -0.043 -0.126
H 0.336 -5.830 1.660 -0.177 -0.182 -0.092
H -1.522 -3.951 3.074 -0.087 -0.119 0.267
H -1.630 -5.723 2.901 -0.115 0.027 0.321
H -2.467 -5.443 0.615 -0.051 -0.137 -0.004
H -3.457 -4.560 1.757 -0.182 0.039 -0.014
H -1.358 -2.810 0.905 -0.001 0.063 -0.129
H -1.936 -3.551 -0.545 -0.131 0.098 -0.245
H -5.387 -2.186 -0.322 -0.060 0.156 -0.025
H -4.827 -3.780 0.086 -0.037 -0.098 0.088
H -4.295 -2.360 -2.342 0.255 0.096 -0.079
H -4.167 -5.091 -2.629 0.048 -0.113 -0.051
H -5.587 -4.733 -1.667 -0.100 0.037 0.111
H -5.403 -4.013 -3.255 -0.050 0.075 -0.113
H -3.508 -2.078 3.696 -0.025 -0.128 0.070
H -2.106 -1.922 2.667 0.016 0.025 -0.246
H -3.720 0.308 2.074 -0.220 0.115 -0.023
H -1.728 0.700 4.252 -0.047 -0.151 0.156
H -1.101 -0.092 2.828 -0.010 -0.247 -0.015
H -1.862 1.678 1.389 -0.244 0.215 -0.170
H -2.460 2.617 2.785 -0.188 0.172 -0.175
H 0.366 1.531 2.607 0.161 -0.012 0.034
H -0.182 2.890 3.592 0.023 -0.004 0.158
H 3.860 1.117 0.130 -0.190 -0.080 -0.245
H 5.939 2.717 0.375 0.190 0.205 -0.005
H 2.542 5.012 1.170 -0.178 0.057 0.038
H -5.137 1.331 5.264 -0.044 -0.113 0.095
H -3.718 2.042 4.525 0.210 0.016 -0.010
H -7.629 0.813 2.680 -0.129 0.002 -0.026
H -6.230 -0.241 2.730 0.171 -0.096 -0.060
H -6.569 0.721 1.272 -0.019 -0.107 -0.140
H -7.747 2.665 4.038 -0.064 -0.155 -0.079
H -6.382 3.192 4.989 -0.034 -0.048 0.139
H -7.051 4.604 2.366 0.139 -0.018 -0.165
H -6.056 5.181 3.723 0.250 0.001 -0.201
H -7.781 5.035 3.894 -0.060 0.093 0.027
H -2.202 -0.470 0.619 0.131 -0.239 0.205
H -4.762 0.001 0.088 -0.122 -0.102 0.015
H -4.195 -0.190 -1.595 -0.159 -0.188 -0.069
H -3.479 1.010 -0.551 0.022 0.134 -0.060
C 7.512 0.704 -4.918 0.209 0.048 -0.078
C 6.679 1.731 -4.125 0.056 0.079 -0.325
C 6.399 2.942 -5.026 -0.076 0.231 -0.088
C 5.368 2.695 -6.130 -0.047 -0.007 0.035
C 4.331 1.631 -5.737 0.101 0.047 -0.208
C 4.174 1.425 -4.225 -0.014 0.223 -0.141
N 5.458 1.052 -3.671 0.145 -0.667 0.183
O 5.412 0.862 -2.280 -0.349 0.091 0.219
C 3.212 0.249 -4.044 -0.300 -0.079 0.049
C 3.531 2.669 -3.585 -0.242 0.236 0.078
C 7.527 2.227 -2.962 0.186 0.086 0.167
H 7.740 -0.149 -4.277 -0.082 -0.012 0.032
H 8.461 1.132 -5.275 -0.048 0.010 0.045
H 6.959 0.336 -5.784 -0.052 0.005 0.012
H 6.051 3.766 -4.399 0.028 -0.066 0.076
H 7.340 3.291 -5.468 0.020 -0.045 0.011
H 4.863 3.640 -6.354 0.011 0.005 -0.008
H 5.864 2.398 -7.059 0.004 -0.041 0.019
H 3.363 1.889 -6.178 -0.050 -0.022 0.095
H 4.612 0.669 -6.176 0.067 -0.033 0.095
H 3.655 -0.667 -4.440 0.102 0.023 0.016
H 2.277 0.438 -4.586 0.013 0.038 0.009
H 2.966 0.080 -2.996 0.173 0.106 -0.010
H 2.554 2.880 -4.039 0.021 -0.043 -0.024
H 4.145 3.564 -3.704 0.012 -0.030 0.002
H 3.374 2.515 -2.516 0.167 -0.126 0.008
H 8.442 2.691 -3.353 -0.026 0.029 -0.079
H 7.809 1.409 -2.304 -0.108 -0.015 0.018
H 6.989 2.967 -2.370 -0.057 -0.073 0.026
```
Positions in Å, forces in eV/Å.

Values from the calculation:
Maximum force = 2.642 eV Å⁻¹
Net charge = -1
Gap between HOMO and LUMO = 0.1184 Ha
E_HOMO = -1.43 eV
Electronic energy = -84227.187 eV